No. 1
150
Properties=species:S:1:pos:R:3 method="wB97M-V/def2-TZVPD" e_tot_ev=-101473.155 gap_ev=8.9 spin_multiplicity=1 e_lumo_ev=-2.801 charge=+1
C -4.391 1.973 1.842
C -3.790 1.413 3.124
C -2.863 0.213 2.920
C -1.929 0.336 1.706
C -0.607 -0.433 1.867
C -0.504 -1.602 0.880
C 0.954 -1.931 0.616
C 1.161 -3.158 -0.276
C 2.644 -3.547 -0.205
N 3.178 -4.137 -1.452
C 3.627 -5.477 -1.348
N 2.825 -6.374 -1.820
C 3.182 -7.807 -1.908
C 2.187 -8.582 -2.746
N 2.465 -9.121 -3.859
B 1.465 -5.934 -2.359
O 1.328 -5.720 -3.696
O 0.503 -5.869 -1.438
C -0.839 -5.576 -1.873
C -1.494 -6.748 -2.558
N 4.875 -5.501 -0.858
C 5.628 -6.697 -0.459
C 6.564 -6.547 0.737
C 5.817 -6.759 2.045
I 7.989 -8.175 0.547
C 5.529 -4.222 -1.188
C 6.820 -4.529 -1.999
C 7.463 -3.335 -2.687
O 7.320 -3.087 -3.889
O 8.303 -2.572 -1.891
P 6.133 -3.180 0.291
S 5.278 -3.440 2.014
C 4.375 -3.511 -2.036
S 4.387 -4.247 -3.750
C 4.402 -1.994 -2.108
C 3.619 -1.306 -3.222
C 2.144 -1.697 -3.353
C 1.635 -1.571 -4.804
N 0.700 -2.642 -5.219
H -3.683 2.568 1.273
H -4.747 1.175 1.195
H -5.235 2.624 2.043
H -3.290 2.203 3.679
H -4.621 1.109 3.755
H -2.283 0.078 3.828
H -3.479 -0.679 2.822
H -1.755 1.394 1.535
H -2.480 -0.035 0.849
H -0.559 -0.799 2.888
H 0.242 0.231 1.732
H -0.981 -1.311 -0.049
H -0.972 -2.472 1.333
H 1.423 -1.099 0.092
H 1.484 -2.098 1.552
H 0.544 -3.972 0.080
H 0.932 -2.899 -1.304
H 3.209 -2.677 0.099
H 2.767 -4.273 0.594
H 3.224 -8.269 -0.926
H 4.164 -7.901 -2.357
H 1.187 -8.705 -2.341
H 3.430 -8.952 -4.134
H 1.881 -4.961 -3.940
H -1.417 -5.325 -0.993
H -0.853 -4.701 -2.515
H -2.551 -6.533 -2.666
H -1.383 -7.645 -1.961
H -1.094 -6.915 -3.552
H 4.927 -7.465 -0.169
H 6.173 -7.109 -1.302
H 7.186 -5.666 0.723
H 4.898 -6.184 2.044
H 6.422 -6.548 2.914
H 5.525 -7.804 2.093
H 6.625 -5.280 -2.749
H 7.576 -4.950 -1.340
H 7.910 -1.697 -1.806
H 6.101 -1.830 -0.085
H 7.492 -3.497 0.372
H 5.035 -3.334 -4.478
H 5.442 -1.705 -2.237
H 4.090 -1.542 -1.171
H 3.647 -0.246 -2.980
H 4.111 -1.384 -4.183
H 1.952 -2.718 -3.042
H 1.535 -1.031 -2.749
H 1.110 -0.633 -4.939
H 2.464 -1.613 -5.499
H 0.260 -3.074 -4.417
H 1.227 -3.376 -5.676
C 0.908 5.185 1.826
C 2.046 4.942 0.838
C 1.605 5.008 -0.622
C 0.564 3.963 -1.021
C 0.977 2.513 -0.789
C 2.201 2.082 -1.592
H 0.135 4.417 1.750
H 1.278 5.175 2.852
H 0.440 6.155 1.649
H 2.516 3.977 1.051
H 2.819 5.697 0.999
H 2.485 4.914 -1.266
H 1.192 6.000 -0.825
H 0.326 4.097 -2.082
H -0.368 4.154 -0.480
H 0.136 1.868 -1.062
H 1.158 2.344 0.277
H 2.033 2.217 -2.663
H 2.421 1.024 -1.417
H 3.089 2.652 -1.313
C -6.868 6.824 0.098
C -6.037 7.406 -1.040
C -5.413 6.343 -1.942
C -4.434 5.401 -1.239
C -3.264 6.094 -0.545
C -2.361 6.875 -1.497
H -6.256 6.228 0.777
H -7.328 7.619 0.686
H -7.667 6.188 -0.288
H -5.260 8.058 -0.630
H -6.676 8.046 -1.653
H -4.910 6.838 -2.777
H -6.211 5.742 -2.388
H -4.043 4.694 -1.978
H -4.973 4.797 -0.503
H -2.664 5.331 -0.040
H -3.632 6.761 0.240
H -1.957 6.222 -2.274
H -1.521 7.306 -0.949
H -2.891 7.695 -1.982
C -7.285 3.652 6.943
C -6.101 4.600 6.772
C -6.489 5.961 6.197
C -7.099 5.916 4.796
C -6.221 5.257 3.735
C -4.894 5.976 3.503
H -7.749 3.409 5.985
H -6.965 2.714 7.398
H -8.047 4.093 7.587
H -5.341 4.127 6.145
H -5.635 4.759 7.747
H -5.606 6.607 6.191
H -7.205 6.441 6.871
H -7.326 6.940 4.483
H -8.060 5.396 4.831
H -6.775 5.238 2.794
H -6.029 4.212 3.998
H -5.061 7.015 3.211
H -4.328 5.491 2.704
H -4.269 5.969 4.397

---

No. 2
60
Properties=species:S:1:pos:R:3 method="wB97M-V/def2-TZVPD" e_tot_ev=-63185.638 gap_ev="4.5 / 6.1" spin_multiplicity=3 e_lumo_ev="0.173 / -0.855"
C 1.141 1.391 -0.399
C 0.176 2.189 -1.052
C -1.114 1.815 -0.640
H 0.405 3.027 -1.705
C -1.018 0.704 0.272
C 0.486 0.420 0.425
H 0.897 -0.017 1.335
H 2.224 1.518 -0.424
H -2.055 2.295 -0.916
H -1.743 0.479 1.059
Pt -0.506 -1.156 -0.668
C -1.405 -2.478 -4.913
H -2.355 -1.976 -4.733
H -1.572 -3.522 -5.190
H -0.909 -1.960 -5.745
Si -0.445 -1.213 -2.999
C 1.372 -1.207 -3.423
C 2.052 0.011 -3.346
H 1.540 0.888 -2.935
C 3.368 0.111 -3.805
H 3.874 1.079 -3.769
C 4.009 -1.011 -4.337
H 5.020 -0.927 -4.741
C 3.348 -2.250 -4.377
H 3.836 -3.126 -4.797
C 2.036 -2.356 -3.895
H 1.502 -3.311 -3.911
C -1.387 0.269 -3.623
C -0.889 0.983 -4.720
H 0.105 0.752 -5.109
C -1.702 1.931 -5.349
H -1.317 2.441 -6.230
C -2.978 2.201 -4.863
H -3.608 2.937 -5.362
C -3.458 1.524 -3.741
H -4.445 1.735 -3.344
C -2.657 0.563 -3.113
H -3.019 0.032 -2.229
H -1.328 -2.105 -1.757
H -0.695 -2.474 -3.903
C -0.854 2.223 3.669
C -0.881 0.747 3.819
N -0.690 -0.128 2.883
C -0.764 -1.450 3.286
C -1.020 -1.545 4.660
S -1.164 -0.002 5.400
C -0.460 -2.579 2.420
C -0.231 -3.840 2.951
S 0.366 -4.958 1.809
C 0.329 -3.715 0.590
N -0.198 -2.570 1.011
C 0.828 -3.989 -0.776
H -1.180 2.684 4.609
H 0.167 2.556 3.440
H -1.525 2.524 2.855
H -1.089 -2.481 5.194
H -0.403 -4.090 3.992
H 1.396 -4.928 -0.766
H -0.032 -4.106 -1.453
H 1.480 -3.175 -1.127

---

No. 3
72
Properties=species:S:1:pos:R:3 method="wB97M-V/def2-TZVPD" e_tot_ev=-106916.059 gap_ev="3.2 / 6.0" spin_multiplicity=5 e_lumo_ev="4.673 / 4.657" charge=-2 de_lowest_kcal_mol=0.0
Ru 0.636 -0.961 -2.222
C -2.078 -3.297 -4.706
C -1.258 -2.797 -3.497
O -0.614 -1.710 -3.704
C -1.218 -3.612 -2.414
C -0.410 -3.520 -1.235
C -0.487 -4.592 -0.183
N 0.378 -2.526 -1.012
N 1.057 -2.477 0.205
C 1.895 -1.438 0.217
O 2.103 -0.714 -0.882
C 2.604 -1.056 1.378
C 2.478 -1.698 2.651
C 3.171 -1.237 3.740
C 4.080 -0.173 3.608
C 4.225 0.449 2.373
C 3.530 0.062 1.272
H -1.421 -4.006 -5.237
H -2.273 -2.490 -5.403
H -2.996 -3.784 -4.431
H -1.805 -4.556 -2.468
H -1.344 -5.241 -0.367
H -0.463 -4.127 0.809
H 0.453 -5.189 -0.197
H 1.800 -2.538 2.741
H 3.039 -1.717 4.715
H 4.682 0.109 4.433
H 4.895 1.288 2.213
H 3.599 0.559 0.317
N 2.233 -1.730 -3.562
N 2.617 -0.721 -4.484
C 1.728 0.421 -4.545
O 1.800 1.092 -5.563
O 1.012 0.594 -3.527
H 2.995 -2.026 -2.967
H 1.837 -2.551 -4.016
H 2.832 -1.067 -5.402
C -0.735 -0.055 -1.169
Ge -1.079 1.115 0.234
C -2.542 2.369 -0.266
C -2.865 3.511 0.444
C -3.903 4.374 0.054
C -4.700 4.060 -1.059
C -4.417 2.881 -1.732
C -3.348 2.073 -1.369
C -1.682 0.288 1.950
C -1.409 -1.059 2.104
C -1.602 -1.658 3.340
C -2.005 -0.918 4.433
C -2.280 0.433 4.290
C -2.124 1.001 3.058
C 0.443 2.269 0.776
C 1.033 2.211 2.035
C 2.064 3.081 2.390
C 2.578 4.006 1.481
C 2.046 4.002 0.211
C 1.002 3.157 -0.133
H -2.289 3.790 1.326
H -4.064 5.310 0.584
H -5.536 4.709 -1.408
H -5.000 2.603 -2.619
H -3.087 1.211 -1.974
H -0.996 -1.652 1.296
H -1.399 -2.723 3.455
H -2.115 -1.434 5.376
H -2.590 1.070 5.126
H -2.359 2.053 2.984
H 0.685 1.465 2.758
H 2.467 2.961 3.380
H 3.399 4.670 1.711
H 2.442 4.648 -0.550
H 0.653 3.154 -1.168

---

No. 4
12
Properties=species:S:1:pos:R:3 method="wB97M-V/def2-TZVPD" e_tot_ev=-9677.956 gap_ev=10.8 spin_multiplicity=1 e_lumo_ev=1.097 de_lowest_kcal_mol=41.6 smiles=C[C@@H]1[C@@H](F)[C@H]1F
C -1.549 -0.033 -0.312
C -0.017 0.096 -0.530
C 0.812 -0.723 0.387
F 1.742 -1.449 -0.281
C 1.024 0.843 0.542
F 2.069 1.451 -0.050
H -1.765 -1.001 -0.812
H -2.123 0.705 -0.941
H -1.746 -0.024 0.838
H 0.270 0.080 -1.576
H 0.502 -1.212 1.304
H 0.780 1.267 1.432